Computed, not measured: a molecular structure, C13H17AlBrClF10KNO14PS2, with ωB97M-V with the def2-TZVPD basis set.

Atoms and positions in Å:
O1 0.796295 2.501363 -1.891836
S1 0.277821 1.681114 -0.871063
O2 0.989530 1.862401 0.323800
P1 -1.806411 2.165219 -0.395796
C1 0.407836 -0.212480 -1.213727
F1 -0.492202 -0.732524 -0.414318
F2 1.609188 -0.508746 -0.861504
C2 0.199225 -0.687636 -2.678820
F3 1.414561 -0.866183 -3.330493
F4 -0.543811 0.273282 -3.401553
C3 -0.597656 -2.051066 -2.825643
F5 -1.870202 -1.889411 -2.679327
F6 -0.457322 -2.461213 -4.157544
C4 -0.031259 -3.227482 -1.957613
F7 -0.209709 -4.327834 -2.680188
F8 -0.709818 -3.384103 -0.868853
F9 1.261707 -3.097031 -1.759423
H1 -1.858186 2.555130 0.956943
H2 -2.626581 1.020434 -0.491761
H3 -2.259656 3.249864 -1.165188
C5 -0.592053 -0.945243 3.957882
C6 -1.537134 -1.832283 4.706835
O3 -2.828556 -1.578234 4.149670
S2 -2.686412 -1.250457 2.605848
O4 -2.887430 -2.388811 1.796150
O5 -3.328017 0.000720 2.318541
O6 -1.073059 -0.968511 2.613238
H4 -0.640060 0.084989 4.331849
H5 0.483165 -1.348641 4.028828
H6 -1.534690 -1.617799 5.773504
H7 -1.307193 -2.881467 4.543956
C7 2.434902 7.781252 -4.365878
C8 1.236193 7.386054 -3.913837
C9 0.933292 5.940568 -3.643229
O7 -0.171410 5.637461 -3.212270
C10 1.967481 4.965399 -3.909764
C11 3.168448 5.353602 -4.364945
C12 3.486171 6.801727 -4.611725
O8 4.593872 7.091132 -5.005715
O9 4.123567 4.480833 -4.613692
O10 0.251438 8.243498 -3.678277
H8 2.664345 8.818887 -4.561730
H9 1.735181 3.928034 -3.726201
H10 4.895353 4.992174 -4.926168
H11 -0.499953 7.712784 -3.360482
C13 0.406785 -4.372661 4.989012
O11 0.796292 -3.140419 5.037855
O12 0.979803 -5.275648 5.626090
O13 -0.602401 -4.700806 4.251289
N1 -3.411284 -4.531997 4.408785
H12 -3.891445 -4.861811 3.571902
H13 -2.387035 -4.724814 4.322200
H14 -3.557510 -3.523011 4.496798
H15 -3.781877 -5.007714 5.227450
F10 -4.821868 -2.537133 3.427713
Al1 0.680256 1.046307 -4.885583
Cl1 2.046408 -2.051137 3.514433
Br1 3.072892 1.233086 -3.582579
K1 1.289103 -1.657987 -5.258069
O14 2.698771 -7.492111 5.576325
H16 2.742944 -7.703639 4.640707
H17 1.830580 -7.080931 5.683696

Atomic forces in eV per Å
-1.4 0.2 -2.3
2.4 0.8 0.1
-0.4 -0.8 2.3
-1.1 -0.3 0.9
-0.3 1.1 -0.6
-0.7 -0.6 0.3
1.0 -0.2 0.6
-0.3 -1.1 -0.2
-2.1 0.7 4.1
0.1 -1.0 1.5
0.9 -0.3 -0.7
-1.1 0.5 0.8
-0.8 0.2 1.4
-0.9 -1.5 -0.8
0.0 -0.3 -0.4
-0.1 0.6 1.0
0.6 0.6 0.4
0.2 -0.1 -0.1
0.0 0.2 -0.1
0.2 -0.2 -0.2
0.9 0.1 1.0
0.5 -0.2 0.3
0.5 1.0 -0.3
-0.6 -0.4 1.2
0.6 0.0 -1.1
0.3 0.1 -0.5
-0.4 -0.1 -0.4
0.1 0.0 -0.1
-2.7 1.3 -0.2
-0.2 0.1 0.0
0.0 0.2 -0.1
0.1 -0.1 0.0
0.3 0.3 -0.1
0.2 -0.4 0.0
-0.1 0.2 0.0
-0.3 0.1 0.0
-0.3 -0.5 0.2
-0.3 0.6 0.1
0.3 -0.3 -0.1
0.4 0.3 -0.2
-0.2 -0.3 0.1
0.0 0.0 0.0
0.1 0.0 0.1
0.1 0.0 0.0
-0.1 0.1 0.0
-1.2 -5.9 -2.2
2.0 4.2 -0.4
0.9 1.2 0.9
-0.1 1.6 0.3
0.9 -0.9 0.2
-0.2 0.6 0.1
0.0 -0.1 0.1
-1.1 0.7 -0.8
0.0 0.0 -0.1
-0.4 -0.4 0.1
2.0 2.9 -0.9
0.5 -2.6 1.1
-1.0 0.2 -1.1
2.3 -2.2 -5.0
0.0 -0.3 0.0
0.0 0.0 0.0
0.1 0.3 0.0

Output
Gap between HOMO and LUMO, eV: 3.16
DFT total energy, hartree: -7625.9153
LUMO, eV: -6.240
Net charge: +1

=====

Computed, not measured: a molecular structure, C13H17AuF6N5O5S3, with ωB97M-V with the def2-TZVPD basis set.

Atoms and positions in Å:
Au1 -0.460184 0.626629 -1.533290
C1 -0.997570 0.347996 -4.725744
O1 -1.004392 -0.384821 -3.539852
H1 -1.314116 -0.341060 -5.515730
H2 0.007149 0.656587 -5.020712
H3 -1.677405 1.198267 -4.733577
C2 -1.710357 4.521468 2.200784
N1 -1.645398 3.884990 0.869379
C3 -2.423143 4.208669 -0.227630
C4 -2.041740 3.367514 -1.225172
N2 -1.029715 2.552951 -0.744378
C5 -0.822944 2.877130 0.520071
H4 -2.477860 5.284448 2.191674
H5 -0.762391 4.988270 2.449259
H6 -1.961257 3.788661 2.959769
H7 -3.162963 4.998458 -0.202776
H8 -2.408538 3.299565 -2.242244
H9 -0.103117 2.396459 1.178358
F1 0.309029 -2.659271 1.828662
C6 0.245160 -3.571784 0.884650
F2 -0.401952 -4.626236 1.298408
F3 1.476098 -3.893426 0.504092
S1 -0.580190 -2.860891 -0.580748
O2 0.258046 -1.700716 -0.851133
O3 -0.607392 -3.903564 -1.543019
N3 -2.012745 -2.457374 -0.060342
S2 -2.364966 -0.990974 0.349087
O4 -2.457902 -0.064100 -0.802884
O5 -1.661350 -0.446912 1.478728
C7 -4.114810 -1.223706 0.818753
F4 -4.166599 -2.075014 1.814371
F5 -4.794255 -1.667464 -0.230878
F6 -4.553564 -0.049629 1.195560
C8 4.559494 -2.766555 -0.197368
C9 3.681599 -1.596275 0.109302
C10 3.243512 -1.272736 1.351398
C11 2.366617 -0.203301 1.512802
N4 1.964200 0.535392 0.460104
C12 2.382695 0.201894 -0.762680
S3 1.788356 1.011019 -2.193199
N5 3.242039 -0.836486 -0.924039
C13 1.823966 0.173545 2.851287
H10 5.121286 -3.071107 0.680118
H11 5.258331 -2.540645 -1.006733
H12 3.933316 -3.610314 -0.509109
H13 3.561423 -1.861325 2.205557
H14 3.477732 -1.093546 -1.869741
H15 2.194774 -0.474571 3.646162
H16 0.731271 0.111227 2.808254
H17 2.092719 1.212668 3.076385

Atomic forces in eV per Å
-0.7 -0.1 -2.5
0.3 0.0 0.4
0.5 0.2 1.5
-0.1 -0.2 0.0
0.2 0.2 0.0
-0.1 0.2 0.1
0.1 -0.2 -0.4
0.0 0.2 0.4
0.2 -0.2 0.2
0.2 -0.2 -0.2
0.2 -0.2 0.6
-0.3 0.4 0.0
-0.1 0.1 -0.1
0.1 0.0 -0.1
0.0 -0.1 0.0
0.2 -0.2 0.0
0.1 0.0 0.3
-0.3 0.2 -0.2
0.2 0.4 0.9
-0.6 0.3 -1.1
-0.1 -0.6 0.5
0.7 -0.4 0.2
-0.1 0.1 -0.4
0.2 0.2 0.0
-0.2 0.0 0.1
0.1 0.1 -0.1
0.6 -0.2 0.0
0.5 0.2 -0.4
0.0 0.0 0.0
0.4 -0.3 -0.8
-0.3 -0.3 0.3
-0.1 0.1 0.3
-0.6 0.7 0.3
-0.1 0.1 -0.2
0.3 -0.3 -0.7
-0.1 0.0 0.8
-0.2 0.3 -0.3
0.2 -0.2 -0.6
-0.3 -0.2 1.2
-1.0 -0.1 0.2
-0.2 0.2 0.2
-0.1 0.1 -0.1
0.0 0.0 0.1
-0.1 0.0 0.1
0.1 0.1 0.0
-0.1 0.1 -0.1
0.1 -0.1 -0.2
0.0 0.1 -0.1
0.1 0.0 0.0
0.0 -0.2 -0.1

Output
Gap between HOMO and LUMO (alpha / beta), eV: 5.86 / 5.84
DFT total energy, hartree: -3084.6665
ΔE to the lowest compared entry with this formula, charge and spin, kcal per mole: 37.7
LUMO (alpha / beta), eV: -5.960 / -5.961
Net charge: +1

=====

no.,maximum force (eV Å⁻¹)
1,6.4
2,2.6